8
Properties=species:S:1:pos:R:3:forces:R:3:mulliken_charge:R:1 method="wB97M-V/def2-TZVPD" relative_energy_kj_mol=50.17 spin_multiplicity=1 total_energy_ha=-935.7148 total_charge=0 gap_ev=9.9 homo_ha=-0.3565 e_lumo_ev=0.17
H -0.082 1.076 0.447 0.4 0.1 -0.1 0.258
C 0.624 0.291 0.186 -0.4 -1.1 1.3 -0.849
I 2.651 -0.971 -1.738 0.3 -0.4 0.0 0.233
C 1.443 0.406 -0.837 -0.5 1.0 0.5 0.150
F -1.234 -0.362 -1.829 -1.0 0.2 -0.6 -0.391
Cl 1.420 1.987 -1.488 0.4 0.7 -1.1 -0.171
H 0.592 -0.569 0.846 0.1 -0.3 -0.3 0.342
H -0.527 -0.743 -1.393 0.7 -0.2 0.4 0.428